No. 1
DFT (ωB97M-V/def2-TZVPD) results for a structure of composition C14H23CoN2PS in a non-equilibrium geometry.

Its spin multiplicity is 4. Its charge is 0. The HOMO-LUMO gap (spin up / spin down) comes out at 4.33 / 6.81 eV. The calculation puts the energy above the lowest of the compared OMol25 structures with the same formula, charge and spin at 0.0 kJ/mol. The LUMO energy (spin up / spin down) is -0.423 / -0.605 eV.

Last column: Löwdin spin population.
Element x y z (Å)
1 C 0.396 3.308 -3.481  0.011
2 C -0.862 2.821 -3.148  0.001
3 C -1.008 1.789 -2.212  0.025
4 C 0.126 1.265 -1.587  0.044
5 C 1.393 1.743 -1.932  0.013
6 C 1.533 2.798 -2.845  -0.002
7 C -2.385 1.303 -1.915  0.010
8 C -2.436 -0.188 -1.532  0.090
9 N -2.513 -1.055 -2.653  0.016
10 Co 0.008 -0.182 -0.268  2.104
11 C 2.572 1.038 -1.314  0.031
12 P 1.985 -0.693 -0.976  0.158
13 H -1.774 3.194 -3.619  0.001
14 H 2.539 3.162 -3.067  0.000
15 H 0.493 4.096 -4.227  0.001
16 H 2.855 1.491 -0.349  0.002
17 H 3.458 1.016 -1.966  0.007
18 H -2.797 1.838 -1.044  0.001
19 H -3.039 1.485 -2.782  0.001
20 H -1.546 -0.434 -0.855  0.047
21 C 3.091 -1.448 0.213  0.041
22 C 2.240 -1.496 -2.587  0.015
23 H -3.335 -0.391 -0.926  0.004
24 C -1.547 -0.995 -3.713  0.013
25 C -3.129 -2.343 -2.459  0.005
26 H 0.210 -1.763 1.937  0.006
27 H -1.968 -1.528 -4.576  0.001
28 H -1.329 0.038 -4.006  0.000
29 H -0.587 -1.491 -3.473  0.009
30 H -3.371 -2.775 -3.441  0.001
31 H -2.475 -3.057 -1.924  0.004
32 H -4.052 -2.216 -1.874  0.001
33 H 3.317 -1.539 -2.802  0.002
34 H 1.824 -2.511 -2.531  0.007
35 H 1.720 -0.948 -3.385  0.001
36 H 4.112 -1.468 -0.200  0.011
37 H 3.084 -0.889 1.161  0.001
38 H 2.751 -2.477 0.396  0.003
39 H 0.253 -1.378 -1.160  0.120
40 S -0.025 1.466 3.293  0.101
41 C 0.100 0.210 2.388  0.060
42 N 0.120 -0.793 1.611  0.035

=====

No. 2
DFT (ωB97M-V/def2-TZVPD) results for a cluster of 2 separate species, C14H23F5I2N4O5S2 in total in a non-equilibrium geometry.

Its spin multiplicity is 1. Its charge is 0. The HOMO-LUMO gap comes out at 4.56 eV. The LUMO energy is -3.495 eV.

Last column: Mulliken charge in e.
Element x y z (Å)
1 C -1.310 -3.627 0.991  -0.790
2 C -2.779 -2.970 1.200  -0.497
3 C -2.561 -1.393 1.300  -0.452
4 C -2.974 -0.604 -0.056  -0.162
5 O -2.097 -0.997 -1.144  -0.231
6 C -1.599 0.115 -1.888  -0.618
7 C -0.164 0.757 -1.519  0.745
8 C 0.878 -0.050 -2.402  -0.836
9 C 2.405 0.149 -1.992  -0.745
10 C 2.710 -0.105 -0.466  0.384
11 F 3.936 0.408 0.038  -0.287
12 C 1.891 -0.816 0.438  0.325
13 F 1.477 -2.126 0.289  -0.166
14 F 1.422 -0.094 1.569  -0.255
15 N -0.404 2.199 -1.914  -0.383
16 C -1.815 2.360 -1.485  0.092
17 N -2.324 3.209 -0.634  0.274
18 C -1.451 4.228 0.051  -0.771
19 C -1.739 5.707 -0.472  -0.266
20 C -0.964 6.738 0.487  -1.076
21 I -3.884 6.114 -0.364  0.090
22 N -2.492 1.259 -2.228  -0.682
23 I -2.874 1.600 -4.214  0.313
24 H -0.657 -3.301 1.871  0.286
25 H -0.871 -3.099 0.078  0.047
26 H -1.374 -4.750 0.873  0.358
27 H -3.524 -3.299 0.411  0.295
28 H -3.155 -3.339 2.221  0.319
29 H -1.488 -1.074 1.515  0.140
30 H -3.244 -0.944 2.109  0.368
31 H -4.025 -0.967 -0.342  0.374
32 H -2.941 0.499 0.212  -0.036
33 H -1.430 -0.364 -2.921  0.402
34 H -0.099 0.725 -0.388  0.050
35 H 0.678 -1.178 -2.395  0.298
36 H 0.793 0.274 -3.503  0.422
37 H 3.013 -0.624 -2.589  0.374
38 H 2.841 1.163 -2.283  0.323
39 H -0.232 2.393 -2.916  0.377
40 H -3.330 3.168 -0.420  0.453
41 H -1.599 4.201 1.188  0.417
42 H -0.342 4.004 -0.142  0.314
43 H -1.404 5.770 -1.557  0.371
44 H -1.358 7.795 0.331  0.366
45 H 0.135 6.757 0.180  0.340
46 H -1.024 6.446 1.586  0.328
47 N 4.235 -4.828 1.512  -0.304
48 S 5.698 -4.378 1.887  1.119
49 O 6.517 -5.334 2.593  -0.606
50 O 5.898 -2.989 2.225  -0.587
51 F 6.360 -4.431 0.431  -0.279
52 S 3.312 -4.944 2.779  1.155
53 O 2.075 -5.651 2.527  -0.647
54 O 3.180 -3.784 3.630  -0.569
55 F 4.079 -5.979 3.714  -0.276

=====

No. 3
DFT (ωB97M-V/def2-TZVPD) results for a structure of composition C14H23F7N2O12PbS2 in a non-equilibrium geometry.

Its spin multiplicity is 1. Its charge is 0. The HOMO-LUMO gap comes out at 9.05 eV. The LUMO energy is 0.507 eV.

Last column: Mulliken charge in e.
Element x y z (Å)
1 Pb -0.102 -0.005 -0.412  1.761
2 F 0.344 1.774 -2.054  -0.892
3 C -0.308 0.184 4.106  0.480
4 F -1.351 0.874 3.617  -0.173
5 F 0.224 0.841 5.123  -0.218
6 F -0.813 -0.970 4.533  -0.230
7 S 0.996 -0.073 2.748  0.840
8 O 1.015 1.206 2.095  -0.580
9 O 2.186 -0.381 3.503  -0.576
10 N 0.234 -1.260 1.779  -0.218
11 S 0.935 -2.592 2.241  0.843
12 O 2.220 -2.703 1.603  -0.638
13 O 0.827 -2.935 3.641  -0.632
14 C -0.218 -3.838 1.381  0.627
15 F -0.081 -3.790 0.055  -0.199
16 F 0.148 -5.038 1.809  -0.220
17 F -1.485 -3.608 1.705  -0.231
18 C 2.379 -2.330 -1.773  -0.994
19 O 1.018 -1.946 -1.789  0.217
20 C 0.233 -2.556 -2.808  -1.002
21 C -1.230 -2.246 -2.711  -0.511
22 N -1.388 -0.794 -2.563  -0.202
23 C -2.798 -0.345 -2.447  -1.150
24 C -3.463 -0.949 -1.219  -0.618
25 O -2.661 -0.656 -0.073  0.329
26 C -3.366 -1.032 1.132  -0.855
27 H 2.826 -2.081 -2.739  0.316
28 H 2.448 -3.400 -1.552  0.352
29 H 2.868 -1.844 -0.933  0.138
30 H 0.449 -3.628 -2.766  0.362
31 H 0.633 -2.130 -3.740  0.524
32 H -1.594 -2.771 -1.825  0.329
33 H -1.679 -2.538 -3.665  0.343
34 H -1.186 -0.467 -3.507  0.201
35 H -3.399 -0.545 -3.346  0.448
36 H -2.794 0.747 -2.483  0.369
37 H -3.614 -2.022 -1.339  0.482
38 H -4.377 -0.355 -1.129  0.389
39 H -4.302 -0.486 1.233  0.315
40 H -2.681 -0.907 1.966  0.004
41 H -3.562 -2.099 1.009  0.360
42 C -2.182 4.984 -0.261  -0.336
43 C -2.453 5.109 1.264  -0.459
44 O -2.091 3.823 1.745  -0.327
45 C -2.044 2.946 0.713  0.270
46 O -1.625 1.834 0.785  0.174
47 O -2.403 3.612 -0.373  -0.311
48 H -1.152 5.254 -0.496  0.305
49 H -2.894 5.647 -0.745  0.294
50 H -3.500 5.362 1.432  0.284
51 H -1.806 5.824 1.769  0.296
52 C 5.741 1.057 -0.322  -0.369
53 C 5.121 2.493 -0.562  -0.335
54 O 3.752 2.218 -0.636  -0.337
55 C 3.469 0.934 -0.383  0.309
56 O 2.371 0.473 -0.292  -0.115
57 O 4.584 0.250 -0.206  -0.362
58 H 6.260 1.063 0.634  0.276
59 H 6.396 0.774 -1.140  0.288
60 H 5.534 2.807 -1.521  0.259
61 H 5.390 3.231 0.190  0.301

=====

No. 4
DFT (ωB97M-V/def2-TZVPD) results for the ion C14H23N2O2 with charge +1.

Its spin multiplicity is 1. Its charge is +1. The HOMO-LUMO gap comes out at 9.72 eV. As for the structure (SMILES): Oc1ccccc1C[NH2+]CCCN1CCOCC1. The calculation puts the energy above the lowest of the compared OMol25 structures with the same formula, charge and spin at 0.0 kJ/mol. The LUMO energy is -2.218 eV.

Last column: Mulliken charge in e.
Element x y z (Å)
1 O -2.020 -0.958 1.751  -0.576
2 C -2.947 -0.636 0.785  0.990
3 C -4.297 -0.536 1.084  -0.749
4 C -5.203 -0.186 0.099  -0.563
5 C -4.762 0.072 -1.187  -0.770
6 C -3.415 -0.029 -1.486  -0.565
7 C -2.493 -0.388 -0.514  0.557
8 C -1.033 -0.549 -0.843  -0.821
9 N -0.175 0.179 0.113  0.511
10 C -0.237 1.653 0.041  -0.622
11 C 0.964 2.244 0.776  -0.621
12 C 2.284 1.878 0.082  -0.849
13 N 2.414 0.428 -0.031  0.048
14 C 3.003 -0.235 1.129  -0.728
15 C 2.641 -1.738 1.020  -0.509
16 O 1.956 -1.981 -0.190  -0.420
17 C 2.740 -1.601 -1.302  -0.450
18 C 3.037 -0.079 -1.247  -0.770
19 H -2.477 -1.211 2.562  0.317
20 H -4.637 -0.738 2.090  0.302
21 H -6.251 -0.115 0.340  0.402
22 H -5.465 0.347 -1.957  0.409
23 H -3.072 0.161 -2.491  0.372
24 H -0.750 -1.605 -0.782  0.315
25 H -0.830 -0.191 -1.853  0.484
26 H -0.461 -0.148 1.046  0.554
27 H 0.892 -0.032 -0.022  -0.235
28 H -1.176 2.014 0.466  0.385
29 H -0.206 1.945 -1.011  0.344
30 H 0.971 1.893 1.810  0.303
31 H 0.873 3.329 0.800  0.416
32 H 3.127 2.318 0.627  0.317
33 H 2.285 2.303 -0.924  0.392
34 H 2.588 0.196 2.041  0.336
35 H 4.091 -0.095 1.151  0.433
36 H 3.544 -2.358 1.077  0.332
37 H 1.957 -2.047 1.812  0.301
38 H 3.672 -2.177 -1.321  0.295
39 H 2.152 -1.862 -2.182  0.309
40 H 2.598 0.427 -2.108  0.364
41 H 4.119 0.105 -1.255  0.460